71
Properties=species:S:1:pos:R:3 method="wB97M-V/def2-TZVPD" orbital_gap_ha="0.2184 / 0.2184" charge=+3 total_energy_ev=-64415.308 spin_multiplicity=1
Os -0.34 -0.09 0.24
C 2.28 2.80 -0.17
C 1.64 1.77 0.70
C 0.40 2.00 1.31
C -0.15 1.09 2.26
C -1.30 1.46 3.13
C 0.44 -0.19 2.32
C 1.68 -0.48 1.68
C 2.33 -1.82 1.84
C 2.28 0.54 0.94
H 2.99 3.36 0.43
H 1.55 3.50 -0.57
H 2.84 2.33 -0.98
H -0.13 2.93 1.14
H -0.88 1.84 4.06
H -1.92 0.60 3.37
H -1.92 2.24 2.68
H 0.01 -0.94 2.97
H 3.04 -1.76 2.67
H 2.89 -2.10 0.95
H 1.61 -2.60 2.08
H 3.24 0.35 0.47
O 0.88 -0.21 -1.35
S 1.51 -1.58 -1.85
C 0.77 -1.73 -3.53
C 0.14 -0.43 -4.03
C -1.38 -0.38 -3.81
C -1.94 1.04 -3.80
S -2.18 1.73 -2.09
O -1.47 0.62 -1.27
C -3.89 1.49 -1.82
C -4.48 0.23 -1.83
C -5.85 0.15 -1.70
C -6.62 1.31 -1.57
C -6.01 2.56 -1.57
C -4.63 2.66 -1.69
C 3.18 -1.12 -2.16
C 3.52 0.12 -2.71
C 4.86 0.37 -2.96
C 5.82 -0.60 -2.68
C 5.46 -1.83 -2.14
C 4.12 -2.09 -1.87
H 0.05 -2.55 -3.45
H 1.61 -2.07 -4.14
H 0.36 -0.30 -5.09
H 0.60 0.42 -3.53
H -1.63 -0.86 -2.86
H -1.89 -0.96 -4.58
H -2.93 1.12 -4.25
H -1.28 1.75 -4.29
H -3.88 -0.67 -1.96
H -6.35 -0.82 -1.71
H -7.69 1.24 -1.49
H -6.61 3.45 -1.47
H -4.15 3.63 -1.67
H 2.77 0.86 -2.95
H 5.16 1.32 -3.38
H 6.86 -0.40 -2.90
H 6.21 -2.58 -1.93
H 3.83 -3.05 -1.45
O -2.19 -0.36 1.12
C -2.22 -1.61 0.85
C -3.20 -2.70 1.08
C -2.46 -3.90 0.43
C -1.15 -3.36 -0.12
O -0.31 -3.90 -0.76
N -1.11 -1.97 0.25
H -4.16 -2.46 0.63
H -3.36 -2.84 2.15
H -3.01 -4.35 -0.40
H -2.25 -4.70 1.14


82
Properties=species:S:1:pos:R:3 method="wB97M-V/def2-TZVPD" orbital_gap_ha=0.2375 charge=+2 total_energy_ev=-296417.701 spin_multiplicity=1
Ti 12.82 10.17 7.76
S 13.01 12.56 7.58
C 11.77 12.43 8.73
N 11.44 11.15 9.01
C 10.21 11.13 9.64
C 9.51 9.98 10.09
C 8.21 10.12 10.54
C 7.58 11.36 10.52
C 8.29 12.49 10.23
C 9.62 12.42 9.75
S 10.74 13.60 9.33
H 9.85 8.99 10.20
H 7.73 9.25 10.77
H 6.55 11.51 10.90
H 7.70 13.42 10.34
C 10.25 8.17 4.66
Si 10.66 9.90 5.15
C 11.40 11.11 3.96
C 9.15 10.39 6.02
O 11.82 9.78 6.46
H 9.46 8.05 3.89
H 9.89 7.68 5.57
H 11.07 7.66 4.31
H 11.77 11.98 4.44
H 10.61 11.42 3.37
H 12.15 10.68 3.29
H 8.35 10.55 5.24
H 9.27 11.36 6.54
H 8.78 9.73 6.84
C 17.04 4.93 7.11
O 16.91 6.29 7.57
C 16.64 7.24 6.64
O 16.59 7.03 5.47
C 16.15 8.44 7.36
C 16.81 9.00 8.45
As 18.77 9.46 7.98
C 19.32 8.43 6.42
C 17.87 11.04 6.90
C 16.62 11.15 6.38
As 15.09 9.83 6.41
C 14.63 9.25 4.56
C 16.13 12.27 5.51
O 14.89 12.37 5.30
O 17.09 13.03 5.04
C 16.81 14.05 3.94
C 19.03 11.94 6.51
O 19.89 11.52 5.79
O 19.06 13.14 7.00
C 18.18 13.43 8.11
C 16.31 10.14 9.27
O 17.04 10.93 9.79
O 14.91 10.34 9.46
C 14.62 11.54 10.24
H 16.06 4.49 6.95
H 17.61 4.45 7.90
H 17.55 4.81 6.18
H 19.35 7.43 6.85
H 20.31 8.89 6.10
H 18.77 8.52 5.51
H 15.53 9.39 3.95
H 13.90 9.97 4.12
H 14.34 8.21 4.60
H 15.74 14.18 3.91
H 17.26 13.59 3.06
H 17.27 14.96 4.30
H 18.37 14.48 8.41
H 18.40 12.75 8.95
H 17.19 13.33 7.70
H 13.53 11.59 10.30
H 15.07 12.39 9.86
H 14.98 11.42 11.25
Br 13.01 8.76 11.18
C 13.35 7.55 9.81
C 13.87 6.27 10.06
C 13.90 5.36 9.00
C 13.39 5.78 7.78
C 13.01 7.06 7.62
N 12.99 7.99 8.61
H 14.17 6.04 11.10
H 14.26 4.29 9.10
H 13.30 5.03 7.01
H 12.55 7.21 6.67